Molecular formula: C40H112N8O12
Method: DFT, ωB97M-V with the def2-TZVPD basis set

```
! wB97M-V def2-TZVPD RIJCOSX def2/J DEFGRID3
* xyz 0 1
C 15.74609 -5.29187 7.86423
O 16.17238 -6.65369 7.90061
C 16.61678 -7.05735 9.18093
C 17.24520 -8.43823 9.09221
C 16.27595 -9.52569 8.66036
N 17.76866 -8.75624 10.43307
H 15.11220 -5.24165 6.98393
H 16.64172 -4.66950 7.86344
H 15.16311 -5.02647 8.75352
H 17.29068 -6.34078 9.66333
H 15.74044 -7.13022 9.84137
H 18.12450 -8.39016 8.43343
H 15.63716 -9.65610 9.54120
H 16.78988 -10.47649 8.51156
H 15.68857 -9.31566 7.77125
H 18.44580 -8.05600 10.71243
H 18.26615 -9.63846 10.41330
C 17.45582 -2.37315 9.82793
O 17.74044 -0.99542 9.86341
C 17.32293 -0.31166 8.70761
C 17.77649 1.13949 8.81035
C 17.61689 1.84345 7.47462
N 19.22275 1.14332 9.17189
H 18.15399 -2.88724 10.48216
H 17.61632 -2.76402 8.81322
H 16.41052 -2.59709 10.06250
H 17.80063 -0.79952 7.84767
H 16.24030 -0.28854 8.51836
H 17.24032 1.63911 9.62195
H 18.33561 1.51721 6.73058
H 17.78007 2.90389 7.69124
H 16.59053 1.74392 7.11323
H 19.27462 1.09962 10.18773
H 19.58102 2.08438 9.00325
C 20.03747 -1.44784 -2.27152
O 18.90392 -2.20711 -1.93189
C 17.68928 -1.50706 -1.90496
C 17.38185 -0.87947 -0.55965
C 17.24319 -1.95499 0.51845
N 16.10724 -0.15931 -0.63204
H 19.81852 -0.61626 -2.95002
H 20.77343 -2.10941 -2.72215
H 20.48380 -0.98614 -1.38074
H 17.65681 -0.73083 -2.69116
H 16.90436 -2.17523 -2.27230
H 18.17037 -0.17284 -0.26871
H 16.56313 -2.70661 0.10155
H 16.74669 -1.57417 1.41100
H 18.18030 -2.45068 0.75935
H 16.20277 0.64796 -1.24007
H 15.80963 0.18192 0.27192
C 9.16329 0.25283 2.52349
O 10.07514 -0.78075 2.85172
C 11.41288 -0.39611 2.69615
C 12.03969 0.16625 3.97526
C 13.52950 0.40485 3.75395
N 11.90628 -0.68079 5.16009
H 9.17501 0.43467 1.44164
H 9.35318 1.21187 3.01204
H 8.17596 -0.12117 2.78847
H 11.98689 -1.30092 2.45889
H 11.64191 0.31306 1.88973
H 11.58993 1.13740 4.22355
H 13.96577 -0.55298 3.44680
H 14.10367 0.78203 4.59854
H 13.75580 1.10465 2.94099
H 12.52880 -1.47644 5.02330
H 10.99589 -1.13882 5.13237
C 17.13561 1.98093 2.52714
O 17.21457 3.31908 2.94798
C 16.05309 4.05540 2.62656
C 16.22604 5.51263 3.01427
C 16.57520 5.66485 4.49152
N 15.00628 6.29759 2.71513
H 18.05803 1.47437 2.81841
H 17.03636 1.86443 1.44123
H 16.31513 1.44836 3.02720
H 15.86548 3.99775 1.54528
H 15.18324 3.63285 3.15101
H 17.06176 5.92152 2.43652
H 17.43509 5.07268 4.80019
H 15.73517 5.34683 5.11920
H 16.76446 6.71129 4.73727
H 14.44403 5.75665 2.05822
H 14.44301 6.24887 3.56357
C 21.67562 5.85926 7.41442
O 22.29872 5.08479 6.41974
C 21.83933 5.11032 5.11215
C 20.39231 4.64197 4.94247
C 20.22546 3.23439 5.49576
N 20.07853 4.60116 3.48444
H 20.62912 5.56914 7.57146
H 21.64191 6.91131 7.10254
H 22.24389 5.73350 8.32838
H 22.03692 6.02271 4.52247
H 22.45378 4.37792 4.57100
H 19.74250 5.32723 5.50313
H 19.17569 2.95015 5.40032
H 20.49963 3.11422 6.54434
H 20.83284 2.52791 4.92692
H 20.36728 5.54008 3.18802
H 19.06449 4.72682 3.45340
C 13.66725 -3.62799 1.13504
O 13.68437 -4.84990 0.42180
C 12.82254 -5.81256 0.93661
C 12.80274 -7.02832 0.00674
C 14.18381 -7.68197 -0.11848
N 12.35372 -6.55412 -1.34810
H 12.66245 -3.20528 1.19392
H 14.39373 -2.98516 0.64316
H 14.02797 -3.79310 2.15956
H 13.07309 -6.15560 1.95084
H 11.77279 -5.48415 1.00763
H 12.06934 -7.75940 0.34711
H 14.86837 -7.15384 -0.77680
H 14.01591 -8.67443 -0.55607
H 14.66271 -7.91264 0.83719
H 12.90556 -7.00017 -2.07111
H 12.66431 -5.58463 -1.35216
C 19.53783 -1.03276 3.65963
O 18.20543 -1.52608 3.71130
C 17.59503 -1.39456 5.00246
C 16.23550 -2.04413 4.81647
C 15.32975 -1.89103 6.02195
N 16.41033 -3.48783 4.61778
H 19.66881 -0.02177 4.05112
H 19.75568 -1.00628 2.59152
H 20.22662 -1.73247 4.14253
H 18.21595 -1.95165 5.71386
H 17.51675 -0.32622 5.22383
H 15.84138 -1.58895 3.90196
H 15.77760 -2.29286 6.93416
H 14.38330 -2.42286 5.91551
H 15.08371 -0.85139 6.25883
H 15.66957 -3.87731 4.03999
H 17.22274 -3.66810 4.03425
C 16.18130 -7.56209 3.13537
C 15.78550 -7.23157 4.55414
C 14.45462 -7.91063 4.91146
O 16.78199 -7.72945 5.43360
H 15.57732 -6.95175 2.45713
H 16.22921 -8.63115 2.95022
H 17.17560 -7.15457 2.90815
H 15.58378 -6.15796 4.66455
H 13.66127 -7.62043 4.21057
H 14.07918 -7.66292 5.90776
H 14.51209 -9.00003 4.85249
H 16.50598 -7.54158 6.35037
C 20.07850 2.35696 0.11055
C 21.22400 2.13118 1.08233
C 22.14238 3.34911 1.07550
O 20.72392 1.88884 2.38979
H 19.39321 3.06677 0.59300
H 19.46733 1.49092 -0.14000
H 20.38659 2.87169 -0.80248
H 21.82823 1.26120 0.82009
H 21.57198 4.27622 1.15684
H 22.59683 3.45486 0.08299
H 22.91912 3.26490 1.83112
H 20.41173 2.70687 2.81221
C 11.91025 -4.34898 5.27502
O 11.48947 -3.59474 4.14604
H 11.09016 -4.81687 5.82153
H 12.59788 -5.12351 4.91992
H 12.44679 -3.71031 5.97452
H 10.73955 -4.00873 3.71302
C 19.58938 -5.26379 4.35350
O 19.86634 -6.45274 5.08536
H 19.89355 -5.46225 3.32248
H 18.54345 -4.98562 4.41628
H 20.21146 -4.45212 4.73363
H 19.04709 -6.90746 5.31315
*
```

Output
SMILES string: COC[C@H](C)N.COC[C@H](C)N.COC[C@H](C)N.COC[C@H](C)N.COC[C@H](C)N.COC[C@H](C)N.COC[C@H](C)N.COC[C@H](C)N.CC(C)O.CC(C)O.CO.CO
Energy relative to the best compared isomer or geometry (same formula, charge and spin) (eV): 0.399
Molecular weight (g/mol): 897.38
HOMO energy (eV): -9.18
Total energy (eV): -79782.01705

Löwdin atomic charge list, values in e, 99 entries: C -0.066; O -0.234; C -0.201; C -0.441; C -0.047; N 0.024; H 0.078; H 0.079; H 0.093; H 0.127; H 0.135; H 0.140; H 0.086; H 0.079; H 0.067; H 0.068; H 0.072; C -0.109; O -0.176; C -0.229; C -0.418; C -0.073; N 0.041; H 0.091; H 0.067; H 0.089; H 0.112; H 0.124; H 0.137; H 0.055; H 0.079; H 0.080; H 0.070; H 0.059; C -0.108; O -0.171; C -0.225; C -0.434; C -0.044; N 0.042; H 0.086; H 0.086; H 0.080; H 0.120; H 0.131; H 0.108; H 0.072; H 0.060; H 0.083; H 0.071; H 0.049; C -0.101; O -0.177; C -0.224; C -0.431; C -0.076; N 0.056; H 0.088; H 0.086; H 0.088; H 0.108; H 0.130; H 0.132; H 0.064; H 0.074; H 0.068; H 0.031; H 0.067; C -0.093; O -0.200; C -0.217; C -0.436; C -0.056; N 0.041; H 0.079; H 0.079; H 0.080; H 0.130; H 0.129; H 0.133; H 0.051; H 0.085; H 0.085; H 0.065; H 0.065; C -0.098; O -0.175; C -0.225; C -0.415; C -0.047; N 0.067; H 0.078; H 0.093; H 0.090; H 0.127; H 0.132; H 0.123; H 0.058; H 0.080

Molecular formula: C3H4OS2
Method: DFT, ωB97M-V with the def2-TZVPD basis set

```
! wB97M-V def2-TZVPD RIJCOSX def2/J DEFGRID3
* xyz 0 1
O -0.27539 1.26300 -2.03410
C 0.27995 0.84486 -1.06702
C -0.32232 -0.22954 -0.14841
S -1.02580 0.76858 1.25229
C 0.77249 -1.46912 0.17414
S 1.44141 -2.01619 1.55462
H 1.27228 1.14013 -0.62500
H -1.22710 -0.67373 -0.72431
H -0.33416 0.18731 2.39410
H 1.12575 -2.15879 -0.69144
*
```

Output
SMILES string: O=C[C@H](S)C=S
Energy relative to the best compared isomer or geometry (same formula, charge and spin) (eV): 2.473
Molecular weight (g/mol): 120.20
HOMO energy (eV): -9.43
Total energy (eV): -26891.41569

Now the Löwdin charges, all in e: O 0.072; C -0.383; C -0.633; S 0.693; C -0.632; S 0.664; H 0.132; H 0.121; H -0.096; H 0.063

Molecular formula: C2H5PS
Method: DFT, ωB97M-V with the def2-TZVPD basis set

```
! wB97M-V def2-TZVPD RIJCOSX def2/J DEFGRID3
* xyz 0 1
C 1.27722 -0.40148 -0.53152
C 0.16265 0.55119 -0.58519
P -1.94967 -0.27907 0.32978
S 1.27079 0.91553 0.69526
H 1.26477 -1.35907 0.12081
H 2.05991 -0.41274 -1.34975
H 0.01559 1.22759 -1.37511
H -2.21222 0.80738 1.12400
H -1.88906 -1.04934 1.57172
*
```

Output
Energy relative to the best compared isomer or geometry (same formula, charge and spin) (eV): 2.406
Molecular weight (g/mol): 92.10
HOMO energy (eV): -8.05
Total energy (eV): -22275.49854

Now the Löwdin charges, all in e: C -0.523; C -0.686; P 0.681; S 0.711; H 0.086; H 0.087; H 0.028; H -0.221; H -0.163

Molecular formula: C45H45N2OP2S2Zr
Method: DFT, ωB97M-V with the def2-TZVPD basis set

```
! wB97M-V def2-TZVPD RIJCOSX def2/J DEFGRID3
* xyz 1 1
Zr -0.12972 1.07949 -0.30828
C 2.48786 1.55568 2.92998
N 1.48170 0.46094 2.77911
P -0.11278 1.07961 2.54455
C -0.47496 2.16870 3.93461
C -1.56654 3.02187 3.82004
C -1.98425 3.76182 4.91686
C -1.31458 3.64931 6.12492
C -0.23973 2.78010 6.24898
C 0.17766 2.03132 5.16169
C -1.24030 -0.28890 2.92189
C -0.97591 -1.26930 3.87696
C -1.91669 -2.24736 4.13701
C -3.13812 -2.23963 3.46819
C -3.41682 -1.25039 2.54097
C -2.46490 -0.27506 2.26367
P 1.76542 -0.42913 1.32334
C 3.52657 -0.77051 1.28405
C 4.24523 -1.13726 2.42458
C 5.58638 -1.46418 2.31774
C 6.21365 -1.42916 1.08003
C 5.50811 -1.06171 -0.05478
C 4.16543 -0.72523 0.04991
C 0.98563 -2.04947 1.52374
C -0.16073 -2.24479 0.76593
C -0.87516 -3.43398 0.82073
C -0.40608 -4.46045 1.62583
C 0.76482 -4.29824 2.35715
C 1.45860 -3.10156 2.30689
H 2.16469 2.24938 3.69854
H 2.62081 2.11452 1.99719
H 3.43903 1.13460 3.23756
H -2.11426 3.09264 2.88977
H -2.83430 4.42428 4.82447
H -1.63716 4.23256 6.97701
H 0.26897 2.68125 7.19870
H 0.99675 1.33270 5.26883
H -0.02345 -1.27605 4.39260
H -1.70876 -3.01893 4.86684
H -3.87208 -3.00527 3.68261
H -4.37069 -1.22764 2.02989
H -2.70063 0.50713 1.54529
H 3.75207 -1.16166 3.38820
H 6.14607 -1.74536 3.19976
H 7.26289 -1.68188 1.00280
H 6.00377 -1.02438 -1.01542
H 3.61672 -0.41822 -0.83094
H -0.51447 -1.47887 0.07387
H -1.77627 -3.55062 0.23376
H -0.94467 -5.39795 1.67747
H 1.13689 -5.10843 2.97010
H 2.36533 -2.98462 2.88410
O 0.24993 -0.13671 -1.99136
S 1.43614 -0.82512 -2.69920
C 2.47164 0.50469 -3.35637
C 1.89855 1.26900 -4.50533
C 0.89160 2.20703 -4.29183
C 0.33235 2.87454 -5.37160
C 0.77978 2.61867 -6.65968
C 1.79452 1.69562 -6.87389
C 2.35000 1.02021 -5.79880
C 0.68471 -1.50927 -4.18176
C -0.57278 -2.26600 -3.85500
C -1.77639 -1.83850 -4.40067
C -2.94693 -2.53676 -4.13700
C -2.91828 -3.64962 -3.31198
C -1.71710 -4.07129 -2.75613
C -0.54494 -3.38394 -3.02899
H 3.40177 -0.01226 -3.60931
H 2.64484 1.12572 -2.46969
H 0.56393 2.42569 -3.28487
H -0.44824 3.60427 -5.20182
H 0.34534 3.14835 -7.49692
H 2.15260 1.50303 -7.87609
H 3.14177 0.29822 -5.96415
H 1.45490 -2.16793 -4.59462
H 0.50554 -0.69089 -4.87764
H -1.79619 -0.96265 -5.03764
H -3.87894 -2.20605 -4.57550
H -3.82887 -4.19687 -3.10690
H -1.68902 -4.94834 -2.12254
H 0.38872 -3.73228 -2.60040
C -2.99279 -0.08903 -1.39885
C -3.06805 1.37180 -1.09004
C -4.11699 2.22745 -1.22912
C -3.68543 3.49954 -0.75281
C -2.39482 3.37778 -0.32774
C -1.53846 4.46112 0.23773
N -1.97646 2.05262 -0.53073
H -3.87355 -0.39809 -1.96040
H -2.96699 -0.70993 -0.49230
H -2.13375 -0.36934 -2.01600
H -5.08253 1.97256 -1.63679
H -4.25502 4.41534 -0.72806
H -1.99981 5.42193 0.01247
H -0.53534 4.46027 -0.18664
H -1.42000 4.40806 1.31985
S 1.44199 2.63563 -0.56216
*
```

Output
Energy relative to the best compared isomer or geometry (same formula, charge and spin) (eV): 0.000
Molecular weight (g/mol): 847.17
HOMO energy (eV): -9.55
Total energy (eV): -93949.54466

Now the Löwdin charges, all in e: Zr 0.940; C -0.152; N -0.470; P 0.931; C -0.340; C -0.088; C -0.059; C -0.065; C -0.064; C -0.095; C -0.373; C -0.083; C -0.064; C -0.066; C -0.067; C -0.115; P 0.928; C -0.351; C -0.105; C -0.059; C -0.062; C -0.061; C -0.082; C -0.354; C -0.136; C -0.063; C -0.060; C -0.060; C -0.066; H 0.065; H 0.037; H 0.071; H 0.093; H 0.113; H 0.111; H 0.111; H 0.103; H 0.110; H 0.113; H 0.110; H 0.113; H 0.084; H 0.109; H 0.113; H 0.112; H 0.110; H 0.064; H 0.050; H 0.107; H 0.113; H 0.112; H 0.100; O -0.710; S 1.028; C -0.291; C -0.298; C -0.037; C -0.054; C -0.069; C -0.066; C -0.053; C -0.254; C -0.289; C -0.038; C -0.071; C -0.070; C -0.078; C -0.051; H 0.107; H 0.033; H 0.065; H 0.113; H 0.109; H 0.110; H 0.118; H 0.120; H 0.094; H 0.124; H 0.113; H 0.110; H 0.107; H 0.118; C -0.051; C -0.391; C -0.054; C -0.057; C -0.366; C -0.062; N -0.157; H 0.087; H 0.060; H 0.042; H 0.103; H 0.104; H 0.083; H 0.008; H 0.051; S 0.100

Molecular formula: C2HO4P
Method: DFT, ωB97M-V with the def2-TZVPD basis set

```
! wB97M-V def2-TZVPD RIJCOSX def2/J DEFGRID3
* xyz 0 1
C -0.34151 -1.84991 -2.20571
C 1.24331 0.89548 1.54976
O 0.12901 -2.80524 -2.61323
O 1.06756 1.62364 2.41226
O -0.84921 -0.89683 -1.82283
O 1.44067 -1.37420 -0.13661
P 0.64769 -0.64209 0.84273
H -0.19770 0.47865 0.15144
*
```

Output
Energy relative to the best compared isomer or geometry (same formula, charge and spin) (eV): 0.202
Molecular weight (g/mol): 120.00
HOMO energy (eV): -9.70
Total energy (eV): -19567.80494

Now the Löwdin charges, all in e: C -0.478; C -0.297; O 0.228; O 0.141; O 0.154; O -0.475; P 0.694; H 0.033

Molecular formula: AlF4N2O8S4
Method: DFT, ωB97M-V with the def2-TZVPD basis set

```
! wB97M-V def2-TZVPD RIJCOSX def2/J DEFGRID3
* xyz 1 1
Al 0.73330 -2.46741 2.90164
N 3.21307 2.27838 1.91134
S 3.82040 3.33651 2.67733
O 2.85381 4.22761 3.30669
O 5.25405 3.65552 2.48258
F 4.13773 2.43772 3.97490
S 3.41642 3.19993 0.53346
O 4.50751 2.89770 -0.38158
O 2.87138 4.53384 0.37074
F 2.28993 2.30135 -0.09022
N -2.96657 -2.76188 -1.14827
S -4.46015 -2.68023 -1.14847
O -5.28199 -3.80833 -1.62121
O -4.95133 -1.36500 -1.37931
F -4.51265 -2.81185 0.50455
S -2.97030 -3.20180 -2.79594
O -3.82992 -2.70999 -3.79211
O -2.54482 -4.56003 -3.07617
F -1.57982 -2.50211 -3.22997
*
```

Output
Energy relative to the best compared isomer or geometry (same formula, charge and spin) (eV): 6.573
Molecular weight (g/mol): 387.25
HOMO energy (eV): -12.82
Total energy (eV): -80143.41263

Now the Löwdin charges, all in e: Al 0.998; N -0.095; S 0.433; O -0.118; O -0.136; F -0.193; S 0.575; O -0.156; O -0.154; F -0.171; N -0.104; S 0.475; O -0.157; O -0.113; F -0.198; S 0.581; O -0.148; O -0.152; F -0.166

Molecular formula: C4H7NO
Method: DFT, ωB97M-V with the def2-TZVPD basis set

```
! wB97M-V def2-TZVPD RIJCOSX def2/J DEFGRID3
* xyz 0 1
C 1.07669 0.21781 -0.24879
C -0.01565 -0.70480 0.40858
C -1.38248 -0.31380 0.06413
C -2.45468 0.09301 -0.14434
H -0.24386 1.92660 -0.43077
H 1.21309 2.19318 -0.23322
H 0.88611 -0.08911 -1.33937
H 2.14389 0.07665 0.11163
H 0.16159 -0.69774 1.52355
H 0.99044 -2.32782 0.80947
H -3.50510 -0.02536 -0.32378
N 0.59861 1.55917 0.13684
O 0.53135 -1.90779 -0.33394
*
```

Output
Energy relative to the best compared isomer or geometry (same formula, charge and spin) (eV): 6.144
Molecular weight (g/mol): 85.11
HOMO energy (eV): -9.50
Total energy (eV): -7793.50059

Now the Löwdin charges, all in e: C -0.245; C -0.401; C -0.106; C 0.114; H 0.106; H 0.008; H 0.134; H 0.138; H 0.146; H 0.274; H 0.044; N -0.027; O -0.185

Molecular formula: CH5BS2
Method: DFT, ωB97M-V with the def2-TZVPD basis set

```
! wB97M-V def2-TZVPD RIJCOSX def2/J DEFGRID3
* xyz 0 1
C 0.28539 1.38075 -0.10682
B 0.10720 -0.14615 0.03589
S -1.94461 -0.90927 -0.27811
S 1.48657 -1.23429 0.19101
H -0.74746 1.86651 -0.15727
H 0.74666 1.45240 -1.15925
H 0.91539 1.74900 0.66350
H -1.54245 -2.24696 -0.18049
H 0.69331 -1.91200 0.99155
*
```

Output
SMILES string: CB(S)S
Energy relative to the best compared isomer or geometry (same formula, charge and spin) (eV): 1.476
Molecular weight (g/mol): 92.00
HOMO energy (eV): -9.25
Total energy (eV): -23465.11665

Now the Löwdin charges, all in e: C -0.159; B -0.958; S 0.452; S 0.788; H 0.077; H 0.103; H 0.039; H -0.188; H -0.153

Gap between HOMO and LUMO, record by record: 9.57; 8.45; 7.90; 6.98; 8.47; 1.37; 9.72; 9.53 eV
Max |F|, record by record: 0.037; 0.046; 0.091; 0.024; 0.047; 0.324; 0.159; 0.070 Eh/bohr